# 1
This record from the Open Molecules 2025 dataset describes a cluster of 2 separate species, CH3PS in total in a non-equilibrium geometry. The level of theory is ωB97M-V/def2-TZVPD.

Calculated values
SMILES   C#P.S
Energy relative to the best compared isomer or geometry (same formula, charge and spin)   34.89 kcal/mol
Gap between HOMO and LUMO   0.3740 hartree
LUMO energy   0.37 eV

The geometry in ORCA input format:
```
! wB97M-V def2-TZVPD RIJCOSX def2/J DEFGRID3
* xyz 0 1
S -3.25 0.66 0.00
P 2.17 0.93 0.02
C 2.83 -0.47 -0.03
H -2.94 -0.58 -0.37
H -2.03 0.90 0.44
H 3.22 -1.45 -0.05
*
```

***

# 2
This record from the Open Molecules 2025 dataset describes an isolated molecule of C2H4N4S in a non-equilibrium geometry. The level of theory is ωB97M-V/def2-TZVPD.

Calculated values
SMILES   Nn1cnc(=S)[nH]1
Energy relative to the best compared isomer or geometry (same formula, charge and spin)   50.43 kcal/mol
Gap between HOMO and LUMO   0.3280 hartree
LUMO energy   0.07 eV

The geometry in ORCA input format:
```
! wB97M-V def2-TZVPD RIJCOSX def2/J DEFGRID3
* xyz 0 1
S 2.34 -0.29 -0.07
N 0.18 1.43 0.17
N -1.35 -0.18 -0.34
N -0.25 -0.85 0.26
N -2.67 -0.55 0.05
C -1.03 1.17 -0.13
C 0.80 0.10 0.14
H -2.97 -1.37 -0.48
H -1.87 1.88 -0.19
H -2.67 -0.73 1.06
H 0.04 -1.66 -0.37
*
```

***

# 3
This record from the Open Molecules 2025 dataset describes an isolated molecule of C9H13NSi in a non-equilibrium geometry. The level of theory is ωB97M-V/def2-TZVPD.

Calculated values
Energy relative to the best compared isomer or geometry (same formula, charge and spin)   18.54 kcal/mol
Gap between HOMO and LUMO (spin up / spin down)   0.1788 / 0.2528 hartree
LUMO energy (spin up / spin down)   0.76 / -1.82 eV
Expectation value of S²   2.042

The geometry in ORCA input format:
```
! wB97M-V def2-TZVPD RIJCOSX def2/J DEFGRID3
* xyz 0 3
Si 1.90 0.38 -0.90
N 0.28 -0.08 -0.39
C -0.75 1.95 2.53
C 0.56 -1.28 -2.50
C -2.40 0.24 2.17
C -0.11 -1.50 -1.16
C -1.70 -0.15 1.03
C -0.43 0.33 0.73
C 2.05 -0.89 -2.32
C -1.81 1.21 3.04
C 0.00 1.46 1.45
H -3.30 -0.34 2.26
H 0.24 -2.37 -0.70
H -0.44 2.87 3.15
H -1.14 -1.52 -1.38
H -2.24 1.65 4.00
H 0.80 2.15 1.25
H 2.68 -1.84 -2.15
H 2.49 1.62 -1.38
H 2.68 -0.01 0.33
H -2.17 -0.91 0.30
H 0.01 -0.43 -3.05
H 2.52 -0.34 -3.20
H 0.27 -2.21 -3.10
*
```

***

# 4
This record from the Open Molecules 2025 dataset describes an isolated molecule of H2O3Si in a non-equilibrium geometry. The level of theory is ωB97M-V/def2-TZVPD.

Calculated values
Energy relative to the best compared isomer or geometry (same formula, charge and spin)   54.14 kcal/mol
Gap between HOMO and LUMO (spin up / spin down)   0.2564 / 0.3455 hartree
LUMO energy (spin up / spin down)   -0.13 / -1.74 eV
Expectation value of S²   2.010

The geometry in ORCA input format:
```
! wB97M-V def2-TZVPD RIJCOSX def2/J DEFGRID3
* xyz 0 3
Si 0.54 -0.11 0.06
O -0.70 1.04 0.04
O -0.74 -1.16 -0.02
O -1.63 -0.14 0.03
H 1.53 0.23 1.21
H 0.99 0.14 -1.33
*
```

***

# 5
This record from the Open Molecules 2025 dataset describes a cluster of 5 separate species, C26H52BrNO9P in total in a non-equilibrium geometry. The level of theory is ωB97M-V/def2-TZVPD.

Calculated values
Gap between HOMO and LUMO   0.2197 hartree
LUMO energy   1.82 eV

The geometry in ORCA input format:
```
! wB97M-V def2-TZVPD RIJCOSX def2/J DEFGRID3
* xyz -1 1
Br 0.40 1.71 -3.62
P -2.24 -1.37 -3.58
O 3.26 -3.75 1.77
O -1.43 6.38 -0.34
O 7.12 -5.76 0.94
O -4.90 0.61 -3.68
O -0.79 -0.05 -0.33
O -3.47 -0.15 4.49
O -4.82 0.11 -1.53
O 1.31 0.27 1.14
O -2.61 1.86 -1.41
N -1.96 -0.14 -2.40
C -3.32 -2.70 -2.91
C 2.37 -1.48 -0.03
C -4.55 -0.35 3.99
C 0.82 7.09 -0.09
C -5.61 0.73 3.94
C 8.27 -5.38 0.97
C 3.32 -4.44 4.05
C 9.30 -6.05 1.85
C -1.16 0.46 0.92
C 8.74 -4.22 0.12
C -4.91 -1.68 3.38
C -1.30 3.96 -3.26
C -0.66 7.31 -0.28
C -3.04 3.92 -0.26
C -3.61 2.83 -1.18
C 4.59 -5.68 2.18
C -2.82 1.06 -2.56
C 3.69 -4.54 2.58
C 0.11 0.58 1.82
C -1.27 2.63 -4.02
C 1.69 -1.09 1.29
C -0.55 -2.09 -3.84
C -4.32 0.56 -2.60
C -2.55 1.78 -3.89
C -1.93 -0.60 -1.04
C -1.14 8.74 -0.38
H -4.06 -2.36 3.48
H -1.96 3.94 -0.26
H -5.87 0.95 2.90
H -3.34 3.67 0.77
H -4.01 3.27 -2.09
H -2.59 1.10 -4.73
H -2.84 -0.38 -0.49
H 3.05 -0.67 -0.30
H -0.89 9.28 0.53
H -6.50 0.41 4.48
H -5.77 -2.11 3.90
H 10.10 -6.46 1.23
H 0.78 -1.70 1.37
H -5.22 1.63 4.41
H 9.13 -3.43 0.76
H -0.67 9.23 -1.24
H -0.10 -1.53 -4.66
H 7.90 -3.84 -0.46
H 8.83 -6.87 2.40
H 2.36 -1.26 2.13
H -3.58 -3.39 -3.70
H 0.01 -0.03 2.72
H 2.80 -5.34 4.37
H 0.06 -1.84 -2.97
H -3.50 4.88 -0.47
H 1.37 7.51 -0.94
H -0.57 -3.16 -4.03
H -2.22 8.75 -0.52
H 2.66 -3.58 4.19
H 4.13 -6.63 2.43
H 4.77 -5.64 1.12
H 9.71 -5.33 2.56
H -2.24 4.47 -3.44
H 0.20 1.61 2.15
H -2.79 -3.27 -2.14
H -1.09 3.80 -2.21
H -4.45 2.38 -0.66
H 9.52 -4.55 -0.56
H -1.21 2.91 -5.07
H -1.78 -1.68 -1.01
H 1.02 6.02 -0.03
H -1.89 -0.16 1.45
H 1.15 7.56 0.83
H 2.91 -2.42 0.07
H -1.58 1.47 0.81
H 4.22 -4.30 4.65
H 5.54 -5.60 2.70
H -3.38 2.48 -4.03
H -5.14 -1.56 2.32
H -0.47 4.56 -3.64
H 1.61 -1.56 -0.81
H -4.22 -2.28 -2.46
*
```

***

# 6
This record from the Open Molecules 2025 dataset describes an isolated molecule of C2H5NS3 in a non-equilibrium geometry. The level of theory is ωB97M-V/def2-TZVPD.

Calculated values
SMILES   CN(S)C(=S)S
Energy relative to the best compared isomer or geometry (same formula, charge and spin)   44.12 kcal/mol
Gap between HOMO and LUMO   0.2460 hartree
LUMO energy   -1.57 eV

The geometry in ORCA input format:
```
! wB97M-V def2-TZVPD RIJCOSX def2/J DEFGRID3
* xyz 0 1
S 0.05 2.18 0.60
S 1.81 -2.02 -0.03
S 2.32 0.30 1.66
N 0.25 0.11 0.13
C -0.70 -0.33 -0.80
C 1.36 -0.47 0.47
H -0.10 2.02 1.92
H -0.38 -0.23 -1.79
H 3.50 -0.47 1.50
H -1.54 0.20 -0.55
H -0.59 -1.44 -0.83
*
```

***

# 7
This record from the Open Molecules 2025 dataset describes an isolated molecule of C5H8O in a non-equilibrium geometry. The level of theory is ωB97M-V/def2-TZVPD.

Calculated values
SMILES   C1CC2(CC2)O1
Energy relative to the best compared isomer or geometry (same formula, charge and spin)   88.71 kcal/mol
Gap between HOMO and LUMO   0.3748 hartree
LUMO energy   1.17 eV

The geometry in ORCA input format:
```
! wB97M-V def2-TZVPD RIJCOSX def2/J DEFGRID3
* xyz 0 1
O 0.46 -1.22 0.01
C -0.46 -1.49 -0.98
C 1.46 1.01 0.23
C 0.72 0.74 1.48
C 0.24 0.23 0.17
C -1.24 -0.34 -0.58
H 1.44 1.99 -0.20
H -1.44 0.47 -1.24
H -2.07 -0.57 0.08
H 2.39 0.49 0.09
H 1.15 0.05 2.20
H -0.10 -1.41 -1.99
H -0.85 -2.47 -0.77
H 0.18 1.53 1.97
*
```

***

# 8
This record from the Open Molecules 2025 dataset describes an isolated molecule of C3H3NO3 in a non-equilibrium geometry. The level of theory is ωB97M-V/def2-TZVPD.

Calculated values
SMILES   ON=c1occo1
Energy relative to the best compared isomer or geometry (same formula, charge and spin)   107.86 kcal/mol
Gap between HOMO and LUMO   0.3470 hartree
LUMO energy   0.81 eV

The geometry in ORCA input format:
```
! wB97M-V def2-TZVPD RIJCOSX def2/J DEFGRID3
* xyz 0 1
O 0.56 -1.21 -0.11
O -2.42 0.32 -0.18
O -0.03 0.86 0.08
N -1.69 -0.86 0.12
C 1.32 0.78 -0.17
C 1.72 -0.44 0.00
C -0.55 -0.36 0.01
H 2.65 -0.90 -0.05
H 1.74 1.69 0.27
H -3.31 0.12 0.03
*
```